71
Properties=species:S:1:pos:R:3 method="wB97M-V/def2-TZVPD" e_tot_ev=-102707.47241 lumo_ev=-3.0 total_charge=0 smiles="NB(O)c1c(PP(=O)(O)O)c(C(F)(F)C(F)F)c(F)c2c1C(=O)C=C(O)C2=O.COP(=O)(OC)OC.COP(=O)(OC)OC"
H 5.999 -4.090 -7.224
H -3.510 -3.498 6.098
C -0.066 -0.838 8.188
H 2.026 -1.221 -3.148
F -4.459 -0.048 -1.907
H 2.481 1.026 1.554
C 3.150 -0.288 -5.750
P 5.448 -1.548 -5.396
P -2.209 2.587 2.821
C -5.036 1.225 0.980
H -5.431 3.006 -0.559
C -2.143 1.706 1.134
H 5.544 -4.265 -5.508
C 0.411 -2.644 3.952
H -2.944 6.493 3.485
H 8.599 -1.328 -7.094
O 5.689 -2.293 -4.081
N 1.101 3.544 1.450
F -7.057 2.893 0.926
O -1.655 -2.639 6.028
H 4.346 -4.555 -6.780
F -5.615 -0.159 0.786
O -1.204 -0.705 7.359
H 1.331 -2.270 4.404
H -2.965 -2.736 7.604
O -4.789 4.625 2.850
C -1.819 0.314 -1.763
C 0.964 0.637 -1.839
H 1.558 3.919 0.584
F -6.833 1.343 -0.873
O -0.176 -2.234 -4.578
O 3.855 -1.133 -4.863
C -1.689 -0.342 -3.265
O 1.595 1.096 2.015
H -3.053 1.816 3.718
H 0.261 -1.882 8.208
O -1.945 -0.181 5.232
C -2.986 -2.636 6.516
P -0.913 -1.198 5.726
H -3.531 -1.733 6.242
O 7.041 -1.963 -5.928
O -2.205 5.861 3.173
C 5.202 -3.941 -6.490
H 7.692 -0.040 -6.265
C -3.512 1.166 0.423
O 4.805 -2.581 -6.509
H 3.730 0.616 -5.946
H -0.328 -0.523 9.200
C -0.436 0.841 -1.015
O -2.605 -0.286 -4.238
B 0.707 2.081 1.305
C 1.022 -0.653 -2.902
P -3.088 4.564 2.397
H 2.200 -0.007 -5.287
H 2.942 -0.807 -6.689
F -5.229 1.536 2.404
H -1.070 -2.702 -4.630
H 0.125 -3.590 4.422
C -0.247 -1.103 -3.601
H 1.861 3.590 2.182
H 0.583 -2.821 2.887
C -3.306 0.463 -1.082
C -6.025 2.211 0.061
C 7.605 -0.994 -6.790
H 0.740 -0.204 7.811
O -3.046 4.747 0.801
O 2.049 1.414 -1.788
H -5.271 4.386 1.991
H 6.978 -0.874 -7.679
C -0.622 1.535 0.458
O -0.622 -1.690 4.094


21
Properties=species:S:1:pos:R:3 method="wB97M-V/def2-TZVPD" e_tot_ev=-14947.41473 lumo_ev=3.7 total_charge=-1 smiles="[H]/N=C/C[N-]N(C(C)=O)C(C)=O" relative_energy_ev=0.000
H -2.139 2.311 0.285
O 0.673 -1.334 2.057
H 3.158 1.218 0.684
C 2.555 0.575 0.047
C 0.435 -1.046 0.937
H -2.945 1.041 1.285
H -2.871 -0.544 -0.490
C -2.341 0.411 -0.639
N 0.033 0.239 0.466
H 2.940 0.688 -0.968
C 0.584 -2.099 -0.170
O 0.878 2.103 -0.440
H -2.269 -0.032 -2.418
N -1.983 0.738 -1.807
H 0.640 -3.102 0.242
H -0.274 -1.969 -0.832
C -2.116 1.251 0.591
N -0.880 0.908 1.348
C 1.100 1.028 0.017
H 1.470 -1.835 -0.750
H 2.725 -0.461 0.347


16
Properties=species:S:1:pos:R:3 method="wB97M-V/def2-TZVPD" e_tot_ev=-4341.90166 lumo_ev=1.1 total_charge=0 smiles=CC.CC relative_energy_ev=0.627
C 1.081 -2.777 -0.698
C -0.918 2.500 0.202
H -0.082 -1.194 -1.665
H -1.577 2.018 -0.512
H 0.102 2.741 -0.102
C -0.889 1.557 1.399
H 0.541 -0.838 0.049
H -1.717 0.857 1.574
H 0.162 -3.231 -0.317
C 0.705 -1.276 -0.934
H -0.153 0.752 1.282
H 1.837 -2.877 0.070
H 1.292 -3.241 -1.656
H 1.633 -0.752 -1.179
H -1.259 3.513 0.432
H -0.697 2.020 2.362


21
Properties=species:S:1:pos:R:3 method="wB97M-V/def2-TZVPD" e_tot_ev=-79231.01491 lumo_ev="-5.8 / -5.3" s2=3.83 total_charge=+1 multiplicity=4 relative_energy_ev=0.000
C 1.936 2.006 -1.945
C -2.498 -0.198 1.615
H 2.349 2.182 -0.957
H 2.685 2.163 -2.719
C -1.283 0.799 3.444
N -1.197 1.125 4.536
C -1.385 0.433 2.077
H 1.075 2.645 -2.120
Mn -0.430 -0.258 -0.787
C -3.572 -0.646 2.399
F -1.604 -2.970 0.472
S 1.371 0.289 -2.039
S -0.024 0.849 1.059
H 3.353 -0.042 -0.727
B -1.735 -2.005 -0.386
N -4.445 -1.067 3.011
H 3.562 -0.621 -2.405
F -1.045 -2.080 -1.552
H 2.623 -1.587 -1.253
C 2.889 -0.576 -1.550
S -2.626 -0.444 -0.172


Repeat the fourth record exactly.
21
Properties=species:S:1:pos:R:3 method="wB97M-V/def2-TZVPD" e_tot_ev=-79231.01491 lumo_ev="-5.8 / -5.3" s2=3.83 total_charge=+1 multiplicity=4 relative_energy_ev=0.000
C 1.936 2.006 -1.945
C -2.498 -0.198 1.615
H 2.349 2.182 -0.957
H 2.685 2.163 -2.719
C -1.283 0.799 3.444
N -1.197 1.125 4.536
C -1.385 0.433 2.077
H 1.075 2.645 -2.120
Mn -0.430 -0.258 -0.787
C -3.572 -0.646 2.399
F -1.604 -2.970 0.472
S 1.371 0.289 -2.039
S -0.024 0.849 1.059
H 3.353 -0.042 -0.727
B -1.735 -2.005 -0.386
N -4.445 -1.067 3.011
H 3.562 -0.621 -2.405
F -1.045 -2.080 -1.552
H 2.623 -1.587 -1.253
C 2.889 -0.576 -1.550
S -2.626 -0.444 -0.172